A 5-piece molecular cluster, H10O5 overall. Source: the OMol25 dataset; level of theory: ωB97M-V with the def2-TZVPD basis set.

Last column: Löwdin charge in e.
Element x y z (Å)
O1 -1.04154 -0.59739 -2.64120  -0.070
H1 -1.98076 -0.79751 -2.61575  0.032
H2 -0.81813 -0.34281 -1.73234  -0.021
O2 1.66521 -2.09592 -0.32830  -0.038
H3 1.73953 -2.09351 -1.28907  0.063
H4 1.88983 -2.99169 -0.06202  0.056
O3 0.07986 2.76031 -0.98913  -0.065
H5 -0.11792 1.81336 -0.98685  -0.009
H6 -0.76646 3.19099 -1.13623  0.031
O4 -0.22657 -0.02928 0.02541  -0.062
H7 -0.21259 0.41479 0.88143  0.040
H8 0.48361 -0.68905 0.06065  0.014
O5 -0.39330 0.63659 3.28490  -0.048
H9 0.16223 -0.14662 3.34387  0.038
H10 -0.46300 0.96773 4.18460  0.040

Atoms 1-2, force components in eV/Å:
O 0.0992 0.0079 0.0182
H -0.0031 -0.0155 0.0059

Summary:
Orbital gap   11.16 eV
Lowest unoccupied orbital energy   0.4 eV
Electronic energy   -10400.0619 eV
HOMO energy   -0.39539 Ha

C10H12ClNPPt as an isolated structure in a non-equilibrium geometry. Source: the OMol25 dataset; level of theory: ωB97M-V with the def2-TZVPD basis set.

Last column: Löwdin spin population.
Element x y z (Å)
C1 2.01080 1.67920 -1.23942  0.331
C2 2.25984 3.04544 -0.94147  0.383
C3 1.03847 3.78076 -1.14951  0.310
C4 0.02765 2.87368 -1.57219  0.343
C5 0.61145 1.56131 -1.58851  0.366
Pt1 0.90819 -1.72191 -0.18772  0.563
P1 2.52559 -2.93054 -0.76627  0.033
H1 2.72798 0.85945 -1.18622  0.001
H2 3.21845 3.49182 -0.66642  0.011
H3 0.86754 4.84930 -0.96848  0.007
H4 0.13610 0.60978 -1.84690  0.006
H5 -1.02335 3.06907 -1.81563  0.009
H6 2.95064 -3.71010 0.35934  0.006
H7 3.74251 -2.29365 -1.17070  0.000
H8 2.44661 -3.99837 -1.72690  0.005
Cl1 -3.29005 -3.44468 2.74902  0.122
C6 -2.65714 -2.08342 1.93703  0.241
C7 -3.14866 -0.79934 2.18871  0.280
C8 -2.54162 0.28167 1.53698  0.117
C9 -1.40765 0.06135 0.74393  0.285
N1 -0.91444 -1.17729 0.62120  0.279
C10 -1.58211 -2.26303 1.07379  0.260
H9 -3.96968 -0.67089 2.88881  0.015
H10 -2.89331 1.30114 1.68400  0.001
H11 -0.88359 0.86871 0.22946  0.017
H12 -1.16022 -3.23946 0.81405  0.008

Atoms 1-2, force components in eV/Å:
C -1.1382 -0.3917 -0.0288
C -0.6084 0.7433 -0.2711

Summary:
Orbital gap (alpha / beta)   5.72 / 3.53 eV
Spin multiplicity   5
Lowest unoccupied orbital energy (alpha / beta)   -2.4 / -7.4 eV
Electronic energy   -37097.6940 eV
<S²>   6.027
Charge   +1
HOMO energy (alpha / beta)   -0.29827 / -0.40172 Ha

A 2-piece molecular cluster, C28H31O overall in a non-equilibrium geometry. Source: the OMol25 dataset; level of theory: ωB97M-V with the def2-TZVPD basis set.

Last column: Löwdin charge in e.
Element x y z (Å)
C1 3.33048 -2.88506 -4.18466  0.040
C2 3.78402 -1.72465 -3.67805  -0.366
C3 5.21926 -1.31502 -3.89365  -0.067
C4 2.86202 -0.80322 -2.89878  -0.174
C5 2.05477 0.19910 -3.76179  -0.157
C6 1.16413 1.10344 -2.92143  -0.327
C7 1.71586 2.44996 -2.51970  -0.051
C8 -0.07013 0.71679 -2.52707  0.006
H1 2.29212 -3.18802 -4.05502  0.060
H2 4.00521 -3.55320 -4.71872  0.069
H3 5.43951 -0.33970 -3.44668  0.073
H4 5.90992 -2.05367 -3.46217  0.086
H5 5.45407 -1.26561 -4.96631  0.086
H6 2.13264 -1.41046 -2.33683  0.103
H7 3.46742 -0.22430 -2.18232  0.116
H8 2.75716 0.83065 -4.33080  0.121
H9 1.44121 -0.36320 -4.48451  0.122
H10 2.76442 2.55397 -2.83422  0.081
H11 1.14071 3.26453 -2.98926  0.093
H12 1.65240 2.59551 -1.42861  0.081
H13 -0.70249 1.41859 -1.97938  0.083
H14 -0.49828 -0.21428 -2.90468  0.066
C9 -6.74335 -1.22382 -1.91957  -0.027
C10 -5.33125 -1.13892 -1.43149  -0.227
C11 -4.31124 -1.77850 -2.15178  -0.012
C12 -2.98826 -1.61962 -1.79151  0.015
C13 -2.61111 -0.77819 -0.69576  -0.176
C14 -1.22263 -0.53711 -0.49609  0.051
C15 -0.62304 0.15798 0.59810  -0.196
C16 -1.24413 1.19521 1.34654  0.012
C17 -0.60545 1.78997 2.42428  0.033
C18 0.71220 1.42594 2.71968  -0.194
O1 1.40459 2.04573 3.75997  0.010
C19 1.18502 1.60791 5.07208  -0.247
C20 2.23193 0.93276 5.70625  -0.003
C21 2.00155 0.36894 6.95901  -0.069
C22 0.76890 0.54405 7.59515  -0.079
C23 -0.24210 1.27786 6.96809  -0.069
C24 -0.04604 1.81564 5.69364  -0.012
C25 1.39398 0.47116 1.94949  0.041
C26 0.71890 -0.18002 0.94047  0.019
C27 -3.67632 -0.30041 0.13345  0.021
C28 -4.99766 -0.42682 -0.27107  -0.003
H15 -7.39926 -0.54666 -1.36416  0.087
H16 -6.80283 -0.97030 -2.98603  0.100
H17 -7.14696 -2.23932 -1.82082  0.103
H18 -4.57802 -2.39255 -3.01368  0.132
H19 -2.20452 -2.15529 -2.33167  0.129
H20 -0.55275 -1.19124 -1.06290  0.117
H21 -2.24318 1.53758 1.08852  0.111
H22 -1.10637 2.54931 3.02777  0.127
H23 3.18378 0.82930 5.18685  0.122
H24 2.79579 -0.20598 7.43492  0.111
H25 0.59937 0.11608 8.58565  0.110
H26 -1.19972 1.43701 7.46248  0.110
H27 -0.82105 2.37984 5.17524  0.106
H28 2.43254 0.24111 2.18688  0.137
H29 1.21555 -0.98540 0.39558  0.128
H30 -3.46521 0.12873 1.11098  0.109
H31 -5.79807 0.02589 0.32013  0.129

Atoms 1-2, force components in eV/Å:
C 0.2562 0.7527 0.4544
C -0.5597 -0.7918 -0.4606

Summary:
Orbital gap   5.72 eV
Lowest unoccupied orbital energy   -5.5 eV
Electronic energy   -31577.6920 eV
Charge   +1
HOMO energy   -0.41104 Ha

CH4InO as an isolated structure in a non-equilibrium geometry. Source: the OMol25 dataset; level of theory: ωB97M-V with the def2-TZVPD basis set.

Last column: Löwdin charge in e.
Element x y z (Å)
In1 -2.02146 2.60771 -0.26679  1.698
C1 0.54060 -0.38644 0.33572  0.163
O1 -0.38979 0.00292 -0.61369  0.163
H1 1.33773 -1.02146 -0.08254  0.192
H2 0.88230 0.48728 0.93660  0.211
H3 -0.11035 -1.03367 1.05678  0.327
H4 -0.23903 -0.65634 -1.36608  0.246

Atoms 1-2, force components in eV/Å:
In -0.4877 0.8405 -0.2406
C 0.9839 1.5504 -3.2476

Summary:
Orbital gap   4.17 eV
Lowest unoccupied orbital energy   -22.8 eV
Electronic energy   -8277.6678 eV
Charge   +3
HOMO energy   -0.99078 Ha

For the records above, the corresponding energy above the lowest of the compared OMol25 structures with the same formula, charge and spin values read 18.16 11.56 14.85 36.78 kcal/mol.